21
Properties=species:S:1:pos:R:3:lowdin_charge:R:1 method="wB97M-V/def2-TZVPD" charge=0 de_lowest_kcal_mol=9.45 spin_multiplicity=1 energy_ha=-1281.78253 lumo_energy_ev="0.17 / 0.17" molar_mass_g_mol=200.690 homo_energy_ha="-0.295 / -0.295"
C 1.659 -2.945 -0.330 0.16
C 0.725 -2.274 -0.015 -0.13
C 0.362 2.079 2.142 -0.16
C -0.418 0.964 1.571 -0.12
C 1.679 1.999 1.785 -0.43
C 0.268 -0.043 0.960 -0.45
C -1.274 0.749 -1.723 -0.13
C -0.345 -0.439 -1.833 -0.59
C -0.183 -1.199 0.222 -0.42
O -1.551 -1.485 0.519 -0.02
S 1.984 0.517 0.943 0.98
Cl -1.102 -1.793 -2.538 0.71
H 2.482 -3.463 -0.677 0.02
H 0.136 2.939 2.679 0.07
H -1.502 0.792 1.598 0.12
H 2.598 2.669 1.952 0.10
H -2.017 0.431 -0.996 0.08
H -1.484 1.159 -2.678 0.08
H -0.870 1.515 -1.192 0.03
H 0.576 -0.137 -2.117 0.04
H -1.722 -2.034 -0.273 0.05

=====

19
Properties=species:S:1:pos:R:3:lowdin_charge:R:1 method="wB97M-V/def2-TZVPD" charge=0 de_lowest_kcal_mol=39.13 spin_multiplicity=1 smiles="C=NCCCN.O" energy_ha=-344.32266 lumo_energy_ev=1.02 molar_mass_g_mol=104.153 homo_energy_ha=-0.324
C 0.658 1.291 0.795 -0.31
C 1.666 0.255 0.250 -0.19
C 1.068 -0.713 -0.800 -0.24
C -0.275 -2.533 -0.323 -0.04
N -0.223 -1.273 -0.356 -0.03
N 0.176 2.158 -0.260 0.01
H 1.225 1.785 1.604 0.10
H -0.165 0.768 1.258 0.08
H 2.520 0.700 -0.260 0.10
H 1.959 -0.319 1.132 0.10
H 1.772 -1.534 -0.966 0.09
H 0.941 -0.151 -1.722 0.11
H -1.147 -3.017 0.114 0.07
H 0.477 -3.182 -0.779 0.07
H -0.688 2.585 -0.005 0.06
H 0.880 2.745 -0.694 0.07
H -3.082 -0.225 1.077 0.04
H -1.960 -0.075 0.018 -0.02
O -2.699 0.393 0.422 -0.09

=====

18
Properties=species:S:1:pos:R:3:lowdin_charge:R:1 method="wB97M-V/def2-TZVPD" charge=0 de_lowest_kcal_mol=41.32 spin_multiplicity=1 smiles="C=CN[C@@H](N)CN" energy_ha=-323.24070 lumo_energy_ev=0.97 molar_mass_g_mol=101.153 homo_energy_ha=-0.301
C -0.048 -1.610 -0.952 -0.24
N -0.323 -2.202 0.352 -0.01
C 0.466 -0.169 -0.775 -0.44
N -0.606 0.702 -0.355 -0.01
H -0.469 -3.203 0.258 0.07
H -1.168 -1.812 0.754 0.06
H -1.270 0.251 0.266 0.10
H -0.920 -1.590 -1.623 0.11
H 0.739 -2.204 -1.437 0.11
H 0.857 0.210 -1.729 0.14
N 1.530 -0.056 0.221 0.04
C -0.142 1.925 0.208 -0.24
C -0.769 2.592 1.172 -0.02
H 2.395 -0.450 -0.121 0.07
H 1.259 -0.576 1.054 0.07
H 0.621 2.403 -0.382 0.10
H -1.586 2.159 1.740 0.04
H -0.568 3.632 1.349 0.04

=====

94
Properties=species:S:1:pos:R:3:mulliken_spin:R:1 method="wB97M-V/def2-TZVPD" charge=-2 de_lowest_kcal_mol=0.00 spin_multiplicity=2 energy_ha=-6004.04106 lumo_energy_ev="4.05 / 4.05" molar_mass_g_mol=985.827 homo_energy_ha="-0.038 / -0.073"
Ru 0.020 -0.193 0.946 0.16
N -0.581 -1.945 -0.097 -0.01
C -1.995 -2.196 -0.164 0.01
C -2.560 -2.511 -1.390 0.00
C -3.917 -2.764 -1.501 0.00
C -4.710 -2.689 -0.368 0.00
C -4.140 -2.362 0.851 -0.01
C -2.770 -2.121 0.994 -0.01
C -2.192 -1.815 2.330 0.00
C -2.772 -2.470 3.426 0.00
C -2.365 -2.214 4.722 0.00
C -1.355 -1.283 4.920 0.00
C -0.757 -0.663 3.836 0.00
C -1.119 -0.905 2.497 -0.01
H -0.226 -1.919 -1.049 0.00
H -0.112 -2.730 0.355 0.00
H -1.923 -2.565 -2.266 0.00
H -4.348 -2.995 -2.467 0.00
H -5.778 -2.864 -0.434 0.00
H -4.772 -2.263 1.723 0.00
H -3.537 -3.217 3.251 0.00
H -2.815 -2.742 5.555 0.00
H -1.011 -1.055 5.924 0.00
H 0.045 0.035 4.036 0.00
C 4.134 2.411 5.537 0.00
C 3.349 2.417 4.244 0.00
O 3.213 1.065 3.809 0.00
P 2.497 0.780 2.378 0.00
S 2.330 -1.160 2.136 0.00
S 0.824 1.821 2.180 0.00
O 3.558 1.447 1.339 0.00
C 4.750 0.768 0.934 0.00
C 5.920 1.135 1.826 0.00
H 4.211 3.425 5.937 0.00
H 5.141 2.023 5.377 0.00
H 3.637 1.781 6.275 0.00
H 3.862 3.001 3.474 0.00
H 2.355 2.849 4.385 0.00
H 4.931 1.079 -0.097 0.00
H 4.575 -0.310 0.939 0.00
H 6.077 2.215 1.831 0.00
H 6.832 0.654 1.463 0.00
H 5.738 0.802 2.849 0.00
C -1.346 0.850 0.130 0.33
C -2.132 1.582 -0.502 -0.04
C -3.022 2.396 -1.178 0.19
C -3.987 1.802 -2.106 0.05
C -4.420 0.480 -1.925 0.05
C -5.322 -0.104 -2.799 -0.05
C -5.811 0.597 -3.895 0.08
C -5.364 1.895 -4.112 -0.05
C -4.467 2.485 -3.236 0.07
C -2.992 3.840 -0.932 -0.02
C -4.095 4.684 -1.162 0.08
C -4.045 6.038 -0.876 -0.05
C -2.899 6.613 -0.341 0.10
C -1.806 5.793 -0.080 -0.06
C -1.852 4.441 -0.366 0.07
H -4.027 -0.084 -1.086 0.03
H -5.639 -1.125 -2.622 0.00
H -6.515 0.135 -4.576 0.01
H -5.704 2.450 -4.979 0.00
H -4.107 3.485 -3.442 0.00
H -5.014 4.261 -1.544 0.01
H -4.922 6.651 -1.060 0.00
H -2.863 7.672 -0.116 0.01
H -0.907 6.211 0.358 0.00
H -1.010 3.805 -0.136 0.05
F 1.635 -3.763 0.340 0.00
As 1.597 -5.265 -0.547 0.00
F 1.959 -6.161 0.880 0.00
F -0.101 -5.395 -0.268 0.00
F 1.599 -6.709 -1.504 0.00
F 1.287 -4.329 -2.004 0.00
F 3.307 -5.057 -0.873 0.00
O 3.618 -4.563 -3.986 0.00
C 4.507 -3.745 -3.266 0.00
N 3.835 -2.648 -2.608 0.00
C 3.949 -1.366 -3.018 0.00
O 4.672 -1.020 -3.944 0.00
C 3.119 -0.339 -2.295 0.00
C 3.276 0.992 -2.671 0.00
C 2.502 1.960 -2.060 0.01
C 1.590 1.572 -1.092 0.00
N 1.432 0.304 -0.724 -0.01
C 2.182 -0.630 -1.311 0.00
H 2.911 -4.813 -3.372 0.00
H 5.205 -3.319 -3.981 0.00
H 5.041 -4.323 -2.509 0.00
H 3.314 -2.875 -1.776 0.00
H 4.001 1.228 -3.438 0.00
H 2.595 3.007 -2.317 0.00
H 0.966 2.285 -0.570 0.00
H 2.024 -1.639 -0.946 0.00

=====

11
Properties=species:S:1:pos:R:3:lowdin_charge:R:1 method="wB97M-V/def2-TZVPD" charge=0 de_lowest_kcal_mol=66.34 spin_multiplicity=1 energy_ha=-372.79462 lumo_energy_ev=0.70 molar_mass_g_mol=100.081 homo_energy_ha=-0.348
N -1.848 0.162 1.180 0.19
C -0.989 0.656 0.283 -0.55
N -0.470 1.683 -0.211 0.23
N 1.570 -0.306 0.556 0.16
C 1.016 -0.299 -0.579 -0.56
O 1.564 -0.759 -1.719 0.07
N -0.302 0.198 -0.839 0.05
H -2.114 0.750 1.956 0.11
H -1.873 -0.834 1.325 0.11
H 2.522 -0.661 0.474 0.06
H 0.923 -0.589 -2.426 0.11

=====

52
Properties=species:S:1:pos:R:3:lowdin_charge:R:1 method="wB97M-V/def2-TZVPD" charge=0 spin_multiplicity=1 energy_ha=-7317.24603 lumo_energy_ev=-1.07 molar_mass_g_mol=892.283 homo_energy_ha=-0.252
Sn 0.289 0.134 0.638 1.25
O 1.013 0.392 -3.807 0.14
C 0.751 0.591 -2.527 -0.67
O 1.283 -0.073 -1.654 -0.11
C -0.170 1.709 -2.251 -0.31
C -0.625 2.566 -3.252 0.04
C -1.479 3.592 -2.895 -0.01
C -1.887 3.712 -1.574 0.03
C -1.381 2.808 -0.639 -0.16
N -0.523 1.860 -0.981 0.05
C -1.770 2.767 0.799 -0.44
O -2.705 3.602 1.228 0.17
O -1.275 1.976 1.569 0.01
H 1.596 -0.378 -3.905 0.16
H -0.307 2.410 -4.269 0.13
H -1.836 4.286 -3.640 0.12
H -2.576 4.502 -1.310 0.12
H -3.085 4.160 0.536 0.11
F -5.877 -4.730 -1.844 0.11
C -4.871 -3.845 -1.806 -0.14
C -3.777 -4.066 -0.973 -0.15
F -3.736 -5.168 -0.212 0.11
C -2.736 -3.155 -0.939 -0.25
F -1.690 -3.390 -0.128 0.03
C -2.733 -1.996 -1.725 -0.55
S -1.382 -0.932 -1.728 0.72
C -3.856 -1.788 -2.537 -0.24
F -3.931 -0.676 -3.287 0.06
C -4.905 -2.692 -2.580 -0.15
F -5.959 -2.447 -3.370 0.11
Cl 1.413 0.746 3.446 0.69
C 2.400 1.708 2.426 -0.73
C 2.075 1.736 1.073 -0.29
C 2.867 2.576 0.298 -0.68
Cl 2.533 2.760 -1.382 0.78
C 3.936 3.309 0.814 -0.71
Cl 4.888 4.324 -0.202 0.67
C 4.239 3.219 2.168 -0.71
Cl 5.567 4.084 2.820 0.69
C 3.451 2.417 2.990 -0.71
Cl 3.795 2.314 4.671 0.69
Br -1.012 -2.205 2.891 0.77
C 0.796 -2.722 2.726 -0.75
C 1.305 -3.735 3.525 -0.09
C 2.643 -4.054 3.368 -0.05
C 3.405 -3.357 2.438 -0.05
C 2.790 -2.363 1.695 -0.13
N 1.509 -2.055 1.839 -0.08
H 0.673 -4.245 4.236 0.10
H 3.087 -4.834 3.968 0.11
H 4.450 -3.583 2.294 0.11
H 3.325 -1.775 0.961 0.12

=====

18
Properties=species:S:1:pos:R:3:lowdin_charge:R:1 method="wB97M-V/def2-TZVPD" charge=+1 de_lowest_kcal_mol=22.97 spin_multiplicity=1 smiles="C[Si](C)(C)C=[N+]=N" energy_ha=-557.65412 lumo_energy_ev=-5.07 molar_mass_g_mol=115.232 homo_energy_ha=-0.532
C 1.027 -1.160 -0.229 -0.02
C 1.514 1.423 1.057 -0.17
C -0.362 0.703 -1.674 -0.17
C -1.569 0.234 1.141 -0.17
N -0.633 -2.860 -0.685 0.23
N 0.281 -2.156 -0.504 -0.08
Si 0.091 0.568 0.216 0.66
H 1.996 -0.988 -0.664 0.11
H 2.319 0.725 1.232 0.03
H 2.024 2.176 0.476 0.04
H 1.048 1.966 1.934 0.07
H -1.446 0.378 -1.685 0.05
H -0.189 1.755 -1.887 0.02
H 0.239 0.229 -2.532 0.08
H -1.935 1.249 1.622 0.09
H -2.220 0.024 0.297 0.01
H -1.481 -0.444 2.030 0.05
H -0.703 -3.822 -0.146 0.20

=====

14
Properties=species:S:1:pos:R:3:lowdin_charge:R:1 method="wB97M-V/def2-TZVPD" charge=+1 de_lowest_kcal_mol=118.98 spin_multiplicity=1 energy_ha=-249.63554 lumo_energy_ev="-6.41 / -6.41" molar_mass_g_mol=82.126 homo_energy_ha="-0.525 / -0.525"
C -1.137 0.125 -0.318 -0.11
C 0.653 1.287 -1.810 0.17
C -0.704 -1.329 0.090 -0.10
C -0.110 0.719 -0.963 0.04
C 0.855 -0.517 1.565 -0.09
N 0.230 -1.497 0.841 0.02
H -1.966 -0.091 -0.947 0.14
H -1.526 0.649 0.618 0.19
H 0.223 2.246 -2.045 0.14
H 1.650 1.107 -2.075 0.11
H -1.241 -2.284 -0.230 0.18
H 0.236 -0.249 2.387 0.10
H 1.904 -0.562 1.996 0.13
H 0.933 0.397 0.892 0.09

=====

12
Properties=species:S:1:pos:R:3:lowdin_charge:R:1 method="wB97M-V/def2-TZVPD" charge=0 de_lowest_kcal_mol=207.67 spin_multiplicity=1 smiles=COOO.C#C energy_ha=-343.32361 lumo_energy_ev=0.85 molar_mass_g_mol=90.078 homo_energy_ha=-0.375
C 0.890 -1.236 -0.065 -0.09
O -1.424 -1.386 -0.372 -0.11
O -0.326 -0.710 0.478 -0.19
O -2.610 -0.605 -0.235 0.00
H -3.052 -1.170 0.422 0.11
H 1.118 -0.656 -0.962 0.08
H 0.850 -2.292 -0.343 0.09
H 1.681 -1.128 0.680 0.10
C 0.213 2.040 -0.085 -0.03
C 1.169 2.713 0.216 -0.02
H 2.026 3.313 0.418 0.01
H -0.537 1.117 -0.153 0.07

=====

20
Properties=species:S:1:pos:R:3:lowdin_charge:R:1 method="wB97M-V/def2-TZVPD" charge=-1 de_lowest_kcal_mol=35.11 spin_multiplicity=1 energy_ha=-534.51150 lumo_energy_ev=3.40 molar_mass_g_mol=125.097 homo_energy_ha=-0.232
O 0.216 0.395 -0.107 -0.40
H 0.967 0.975 -0.226 0.00
O -0.502 2.572 -1.736 -0.10
H -1.313 3.081 -1.455 0.05
H -0.427 1.728 -1.294 -0.04
O -0.309 -2.214 0.027 -0.04
H -0.077 -1.308 0.152 -0.06
H -0.473 -2.514 0.881 -0.02
O 0.108 -0.443 2.495 -0.11
H -0.856 -0.688 2.536 0.05
H 0.336 0.086 1.696 0.00
O 2.652 -0.699 0.251 -0.06
H 2.719 -1.021 1.139 0.02
H 1.729 -0.481 0.213 -0.06
O 0.301 -0.381 -2.691 -0.08
H 0.345 -0.273 -1.638 0.04
H 1.115 -0.712 -2.723 -0.07
O -2.456 0.811 0.628 0.00
H -1.567 0.729 0.444 -0.07
H -2.507 0.356 1.407 -0.03

=====

14
Properties=species:S:1:pos:R:3:lowdin_charge:R:1 method="wB97M-V/def2-TZVPD" charge=0 de_lowest_kcal_mol=27.69 spin_multiplicity=1 smiles="O=C/N=C1/NCCS1" energy_ha=-738.96056 lumo_energy_ev=0.39 molar_mass_g_mol=130.172 homo_energy_ha=-0.346
C 2.926 -0.421 0.059 -0.39
C 0.670 0.180 -0.023 -0.66
C -1.657 0.655 -0.254 -0.23
C -1.669 -0.798 0.196 -0.43
H 2.599 -1.433 0.395 0.10
H -0.033 2.067 0.047 0.14
H -1.830 0.801 -1.324 0.12
H -2.412 1.217 0.277 0.11
H -2.411 -1.426 -0.322 0.08
H -1.875 -0.851 1.253 0.07
N 1.908 0.520 -0.078 0.07
N -0.301 1.109 0.071 0.01
O 4.087 -0.157 -0.112 0.04
S -0.001 -1.465 -0.185 0.96

=====

60
Properties=species:S:1:pos:R:3:lowdin_charge:R:1 method="wB97M-V/def2-TZVPD" charge=-2 de_lowest_kcal_mol=0.00 spin_multiplicity=1 energy_ha=-4753.40268 lumo_energy_ev=3.75 molar_mass_g_mol=862.194 homo_energy_ha=-0.079
Ba -0.182 -0.140 -0.993 1.91
Cl 3.275 -3.872 4.200 0.59
C 2.006 -3.409 3.082 -0.69
C 2.371 -2.738 1.920 -0.06
C 1.427 -2.325 0.986 -0.20
N 1.783 -1.611 -0.184 -0.08
C 3.030 -1.337 -0.559 -0.49
O 4.111 -1.714 -0.077 -0.03
C 3.167 -0.447 -1.852 -0.19
C 4.435 -0.014 -2.222 -0.02
C 4.578 0.726 -3.381 -0.08
C 3.465 1.012 -4.157 -0.08
C 2.230 0.562 -3.720 -0.16
N 2.096 -0.147 -2.597 -0.02
C 0.022 -2.632 1.254 -0.21
C -0.292 -3.322 2.417 -0.07
C 0.689 -3.699 3.328 -0.70
Cl 0.187 -4.553 4.778 0.58
N -0.984 -2.187 0.354 -0.08
C -2.269 -2.518 0.416 -0.51
O -2.881 -3.286 1.179 -0.04
C -3.208 -1.786 -0.625 -0.21
C -4.580 -1.806 -0.399 -0.03
C -5.415 -1.167 -1.297 -0.08
C -4.876 -0.544 -2.413 -0.07
C -3.501 -0.563 -2.576 -0.15
N -2.698 -1.170 -1.697 -0.01
H 3.408 -2.518 1.726 0.09
H 5.265 -0.284 -1.585 0.11
H 5.558 1.078 -3.684 0.10
H 3.534 1.581 -5.075 0.09
H 1.320 0.763 -4.272 0.09
H -1.326 -3.562 2.609 0.09
H -4.942 -2.323 0.478 0.11
H -6.486 -1.155 -1.131 0.10
H -5.493 -0.038 -3.144 0.10
H -3.022 -0.085 -3.421 0.09
Cl 4.193 4.177 3.992 0.57
C 3.032 3.205 3.088 -0.68
C 2.840 3.455 1.739 -0.16
C 1.925 2.685 1.053 -0.55
Cl 1.685 2.989 -0.664 0.68
C 1.157 1.644 1.643 -0.51
O 0.314 0.968 0.971 -0.46
C 1.416 1.449 3.021 -0.57
Cl 0.540 0.190 3.845 0.71
C 2.329 2.204 3.732 -0.16
H 3.395 4.231 1.232 0.09
H 2.488 2.003 4.782 0.10
S -4.320 3.170 0.528 0.97
C -4.020 1.902 1.635 -0.41
C -2.997 1.136 1.183 -0.24
N -2.458 1.529 -0.021 -0.06
C -3.064 2.586 -0.467 -0.48
H -4.580 1.775 2.546 0.06
H -2.584 0.274 1.689 0.11
H -2.805 3.052 -1.408 0.07
S -2.092 3.103 -4.943 0.31
C -1.338 2.112 -3.811 -1.01
N -0.854 1.390 -3.033 -0.15

=====

92
Properties=species:S:1:pos:R:3:lowdin_charge:R:1 method="wB97M-V/def2-TZVPD" charge=0 de_lowest_kcal_mol=0.00 spin_multiplicity=1 smiles=C1CCOC1.C1CCOC1.C1CCOC1.C1CCOC1.C1CCOC1.CCO.CCO.CCO energy_ha=-1627.13869 lumo_energy_ev=0.49 molar_mass_g_mol=498.742 homo_energy_ha=-0.333
C -3.616 -1.668 0.370 -0.25
C -3.688 -2.265 -0.985 -0.17
C -4.100 -3.667 -0.543 -0.21
O -5.040 -3.392 0.465 -0.13
C -4.842 -2.117 1.089 -0.18
H -3.501 -0.588 0.275 0.10
H -2.762 -1.998 0.961 0.10
H -2.757 -2.326 -1.548 0.11
H -4.459 -1.782 -1.585 0.12
H -3.273 -4.173 -0.045 0.12
H -4.402 -4.319 -1.363 0.12
H -4.703 -2.149 2.170 0.12
H -5.597 -1.387 0.799 0.12
C -2.808 3.151 -4.147 -0.16
C -3.904 2.710 -3.223 -0.14
C -3.210 1.682 -2.194 -0.12
O -1.802 1.787 -2.421 -0.21
C -1.609 2.260 -3.725 -0.19
H -2.682 4.220 -3.977 0.10
H -3.008 3.224 -5.216 0.11
H -4.693 2.216 -3.790 0.10
H -4.430 3.546 -2.761 0.10
H -3.402 0.637 -2.436 0.11
H -3.489 1.846 -1.153 0.11
H -1.646 1.411 -4.407 0.12
H -0.568 2.559 -3.845 0.13
C 1.546 -4.105 3.090 -0.18
C 1.542 -4.110 4.581 -0.18
C 1.838 -2.686 4.963 -0.12
O 2.849 -2.415 3.946 -0.19
C 2.693 -3.144 2.742 -0.19
H 0.646 -3.701 2.627 0.11
H 1.813 -5.037 2.592 0.11
H 2.233 -4.873 4.938 0.12
H 0.540 -4.446 4.846 0.11
H 2.390 -2.460 5.875 0.13
H 0.963 -2.036 4.967 0.11
H 3.533 -3.829 2.632 0.12
H 2.451 -2.524 1.879 0.10
C 4.692 -1.706 -3.602 -0.16
C 3.630 -0.675 -3.361 -0.19
C 2.360 -1.067 -4.166 -0.21
O 2.881 -1.658 -5.345 -0.15
C 4.143 -2.328 -4.928 -0.14
H 4.686 -2.416 -2.775 0.10
H 5.687 -1.260 -3.575 0.11
H 3.896 0.322 -3.713 0.11
H 3.338 -0.506 -2.325 0.09
H 1.802 -0.149 -4.353 0.12
H 1.750 -1.835 -3.689 0.11
H 4.849 -1.972 -5.679 0.11
H 4.068 -3.412 -4.841 0.11
C -1.436 5.421 0.455 -0.15
C -0.982 4.123 -0.225 -0.17
C 0.341 3.841 0.490 -0.20
O 0.180 4.364 1.808 -0.14
C -1.023 5.062 1.960 -0.19
H -2.417 5.854 0.258 0.10
H -0.844 6.247 0.061 0.10
H -0.909 4.356 -1.287 0.11
H -1.706 3.334 -0.018 0.10
H 1.234 4.150 -0.053 0.12
H 0.461 2.760 0.550 0.08
H -0.787 5.989 2.483 0.12
H -1.821 4.452 2.384 0.11
C -1.220 -0.001 2.478 -0.09
C -0.926 1.149 3.367 -0.33
O -0.181 0.606 4.405 -0.06
H -2.002 -0.647 2.878 0.07
H -0.386 -0.692 2.360 0.08
H -1.608 0.322 1.512 0.06
H -1.765 1.733 3.746 0.12
H -0.368 1.883 2.786 0.10
H -0.688 0.323 5.169 0.09
C 1.128 -1.423 -0.344 -0.07
C -0.146 -0.786 -0.980 -0.29
O 0.169 0.588 -1.176 -0.08
H 1.956 -1.371 -1.051 0.05
H 1.008 -2.475 -0.084 0.07
H 1.341 -0.806 0.528 0.06
H -0.882 -0.979 -0.199 0.07
H -0.290 -1.334 -1.911 0.10
H -0.537 1.081 -1.601 0.02
C 3.331 1.692 1.176 -0.09
C 3.851 0.453 1.771 -0.34
O 3.263 0.037 3.023 -0.08
H 2.394 1.609 0.625 0.05
H 4.054 1.942 0.400 0.08
H 3.341 2.469 1.942 0.09
H 4.927 0.580 1.891 0.10
H 3.811 -0.399 1.093 0.09
H 3.308 -0.897 3.241 0.02